[1]
A cluster of 3 separate species, C15H15F2NO10S in total in a non-equilibrium geometry. Source: OMol25; level of theory: ωB97M-V with the def2-TZVPD basis set.

Positions of all 44 atoms, in Å:
C (2.38399, 1.19569, -1.47808)
C (1.15881, 0.21502, -0.92856)
F (0.52165, 0.87182, 0.23714)
C (0.13610, -0.19456, -2.14212)
N (-0.70390, 0.93816, -2.68748)
S (-2.08487, 1.31129, -1.68715)
O (-1.90993, 2.75960, -1.08912)
O (-2.33754, 0.25559, -0.54433)
F (-3.48776, 1.21421, -2.71416)
H (3.11087, 0.62263, -2.19638)
H (2.94706, 1.66387, -0.53801)
H (1.85535, 2.03601, -2.11690)
H (1.67889, -0.77205, -0.50339)
H (0.82164, -0.58161, -3.03825)
H (-0.51634, -1.12587, -1.82099)
H (-0.14297, 1.77763, -2.95025)
C (-4.81034, 1.16917, 1.30913)
C (-5.90114, 1.08749, 0.54480)
C (-7.26029, 0.98549, 1.14474)
O (-8.24531, 0.93098, 0.41688)
C (-7.36507, 0.94900, 2.61181)
C (-6.27388, 1.02720, 3.37590)
C (-4.91755, 1.15695, 2.77618)
O (-3.93491, 1.24529, 3.50473)
O (-6.36489, 0.99075, 4.75524)
O (-5.80804, 1.09571, -0.83484)
H (-3.81652, 1.24598, 0.88634)
H (-8.35732, 0.85667, 3.03447)
H (-5.44091, 1.06488, 5.07967)
H (-6.73244, 1.02767, -1.15908)
C (5.94234, -0.68436, -0.80073)
C (6.95953, -1.04306, -0.01499)
C (6.93676, -2.32446, 0.74338)
O (7.89440, -2.63602, 1.44257)
C (5.74255, -3.17534, 0.62309)
C (4.72400, -2.81480, -0.16000)
C (4.75893, -1.54701, -0.93949)
O (3.81533, -1.25146, -1.66505)
O (3.59749, -3.60841, -0.27555)
O (8.07405, -0.23616, 0.12249)
H (5.94670, 0.24314, -1.35933)
H (5.73141, -4.09525, 1.19351)
H (3.00631, -3.13294, -0.89920)
H (8.66770, -0.71453, 0.74137)

Atoms 1-2, force components in eV/Å:
C -1.26 0.33 0.06
C 1.70 -0.18 0.22

## Properties
charge	0
SMILES	C[C@@H](F)CNS(=O)(=O)F.O=C1C=C(O)C(=O)C=C1O.O=C1C=C(O)C(=O)C=C1O
HOMO-LUMO gap	7.308	eV
energy relative to the best compared isomer or geometry (same formula, charge and spin)	410.0	kJ/mol
energy	-54028.108	eV
HOMO level	-9.5	eV

[2]
A cluster of 6 separate species, C15H15F6O15 in total in a non-equilibrium geometry. Source: OMol25; level of theory: ωB97M-V with the def2-TZVPD basis set.

Positions of all 51 atoms, in Å:
F (-0.65324, -0.39610, -0.54880)
C (-2.72724, 1.59090, -1.52680)
C (-3.35624, 1.09090, -0.27380)
O (-4.71324, 1.08690, -0.64180)
C (-4.91624, 1.82090, -1.72380)
O (-6.07224, 1.93290, -2.12080)
O (-3.75224, 2.12790, -2.40080)
F (-3.28724, 1.98190, 0.82020)
H (-2.31124, 0.76190, -2.22980)
H (-1.97224, 2.17290, -1.47880)
H (-3.06424, 0.20990, 0.15720)
C (-0.45024, 1.38790, 2.43720)
C (0.58476, 2.02690, 1.42120)
O (1.65776, 2.39690, 2.19720)
C (1.33276, 2.43190, 3.43920)
O (1.99976, 3.05990, 4.32120)
O (0.16276, 1.95190, 3.60320)
F (0.01876, 3.13890, 0.97320)
H (-0.42824, 0.21490, 2.64920)
H (-1.45824, 1.72090, 2.12420)
H (0.89076, 1.26390, 0.53420)
C (3.91076, -0.98810, 1.18820)
C (2.46576, -1.41910, 1.63020)
O (2.45676, -1.08810, 2.99220)
C (3.67676, -0.62810, 3.39320)
O (4.01776, -0.19010, 4.54220)
O (4.48076, -0.79610, 2.53020)
F (2.34376, -2.82210, 1.48520)
H (3.83176, -0.23210, 0.66020)
H (4.25976, -1.81210, 0.57620)
H (1.63776, -1.00210, 1.09520)
C (-2.68124, -3.25510, -0.47180)
C (-1.26524, -3.54510, -0.48280)
O (-1.25624, -4.85210, -1.21880)
C (-2.45324, -5.29310, -1.07080)
O (-2.73024, -6.42110, -1.39480)
O (-3.31724, -4.52910, -0.62780)
F (-0.76124, -3.62210, 0.74320)
H (-2.88524, -2.50610, -1.21080)
H (-3.12224, -2.97310, 0.46620)
H (-0.62524, -2.64610, -0.90880)
C (1.29576, 1.94590, -3.03380)
C (1.92276, 0.66690, -2.58380)
O (2.89476, 1.13790, -1.68580)
C (3.05976, 2.49690, -1.74780)
O (3.84776, 3.14790, -1.14980)
O (2.29076, 3.00790, -2.71080)
F (2.65776, 0.13890, -3.67280)
H (0.43376, 2.19090, -2.50480)
H (0.95176, 2.00990, -4.21780)
H (1.17576, -0.09710, -2.34080)

Atoms 1-2, force components in eV/Å:
F 0.12 0.08 -0.09
C -2.36 -5.76 -3.82

## Properties
charge	-1
HOMO-LUMO gap	9.961	eV
energy relative to the best compared isomer or geometry (same formula, charge and spin)	95.2	kJ/mol
energy	-62813.941	eV
HOMO level	-7.8	eV

[3]
A structure of composition C15H15MnN2OS2. Source: OMol25; level of theory: ωB97M-V with the def2-TZVPD basis set.

Positions of all 36 atoms, in Å:
Mn (-0.07799, -0.61744, -0.00123)
S (-0.07760, -2.56863, -1.22487)
C (1.47081, -1.84561, -1.54322)
N (1.67675, -0.69788, -0.93403)
C (2.91170, -0.14326, -1.23862)
C (3.43216, 1.05382, -0.75815)
C (4.69483, 1.43322, -1.16973)
C (5.43699, 0.63737, -2.04700)
C (4.92769, -0.55335, -2.53036)
C (3.65628, -0.93434, -2.11894)
S (2.75497, -2.36720, -2.55488)
H (2.85826, 1.66659, -0.07456)
H (5.11943, 2.35885, -0.80557)
H (6.42448, 0.95580, -2.35098)
H (5.50292, -1.16928, -3.20817)
O (-1.16516, -0.48484, 1.72446)
C (-1.96134, 0.68648, 2.05386)
C (-1.07634, 1.88183, 2.34300)
C (-0.03840, 2.14389, 1.24132)
C (-0.64293, 2.23912, -0.13300)
C (-1.04573, 3.44013, -0.68951)
C (-1.62073, 3.44617, -1.95085)
C (-1.77741, 2.24745, -2.62756)
C (-1.35344, 1.08424, -2.01653)
N (-0.80235, 1.07960, -0.79546)
H (-1.00559, -1.03323, 2.49976)
H (-2.60674, 0.44119, 2.89472)
H (-2.59154, 0.85947, 1.18374)
H (-0.55851, 1.75136, 3.29518)
H (-1.72763, 2.75217, 2.45308)
H (0.71911, 1.34839, 1.24706)
H (0.50308, 3.06140, 1.46986)
H (-0.89894, 4.35976, -0.13920)
H (-1.93680, 4.37722, -2.40184)
H (-2.21475, 2.20773, -3.61433)
H (-1.44081, 0.11923, -2.49923)

Atoms 1-2, force components in eV/Å:
Mn 0.27 0.33 0.14
S 0.07 -0.05 0.01

## Properties
charge	+1
multiplicity	2
HOMO-LUMO gap (alpha / beta)	8.060 / 7.924	eV
expectation value of S²	0.831
energy	-73811.385	eV
HOMO level (alpha / beta)	-11.0 / -11.0	eV

[4]
A structure of composition C15H15N3PTi in a non-equilibrium geometry. Source: OMol25; level of theory: ωB97M-V with the def2-TZVPD basis set.

Positions of all 35 atoms, in Å:
C (-0.94829, 0.51726, -4.13103)
C (-1.19077, 1.91264, -4.51712)
C (-0.17543, 2.76512, -4.07217)
C (0.75623, 1.91927, -3.42667)
C (0.35909, 0.55473, -3.45930)
Ti (-1.13024, -1.60043, -2.23983)
P (-0.47754, -3.55278, -3.32337)
H (-1.20845, -0.44662, -4.70398)
H (-1.93964, 2.25294, -5.20779)
H (-0.11680, 3.85007, -4.20396)
H (0.97238, -0.42563, -3.43397)
H (1.72627, 2.25124, -3.11538)
H (0.72769, -4.11580, -3.86258)
H (-1.39022, -3.92286, -4.35816)
H (-0.86831, -4.56767, -2.39107)
N (-0.72073, 1.19686, 7.89895)
C (-0.52906, 0.98128, 6.76849)
C (-0.27952, 0.71244, 5.37599)
C (-1.14108, 1.19921, 4.39198)
C (-0.89232, 0.96008, 3.03615)
C (0.26812, 0.24800, 2.68152)
C (1.13319, -0.25687, 3.65870)
C (0.83966, -0.04389, 5.00397)
N (0.50352, -0.04258, 1.31308)
C (1.67469, -0.63050, 0.76239)
C (1.39146, -0.97513, -0.50842)
N (0.01356, -0.75343, -0.72156)
C (-0.42813, -0.04703, 0.31000)
H (-2.01908, 1.76566, 4.67585)
H (-1.56475, 1.32424, 2.26251)
H (2.01573, -0.84220, 3.37030)
H (1.48081, -0.46483, 5.76726)
H (2.55705, -0.78675, 1.35638)
H (2.01964, -1.32205, -1.34504)
H (-1.41870, 0.38601, 0.38788)

Atoms 1-2, force components in eV/Å:
C 1.26 0.02 -0.39
C -0.40 -0.99 -0.13

## Properties
charge	0
multiplicity	2
HOMO-LUMO gap (alpha / beta)	5.547 / 4.889	eV
expectation value of S²	0.855
energy	-52665.421	eV
HOMO level (alpha / beta)	-6.2 / -5.6	eV

[5]
A structure of composition C15H16BrMnN4O3S in a non-equilibrium geometry. Source: OMol25; level of theory: ωB97M-V with the def2-TZVPD basis set.

Positions of all 41 atoms, in Å:
Mn (-0.11480, -0.00620, -0.47450)
C (-0.98160, -1.43340, 3.46560)
C (-0.56190, -1.25640, 2.04720)
N (-0.49020, -0.08130, 1.44770)
N (-0.69490, 1.05100, 2.18520)
C (-0.53070, 2.26690, 1.61560)
N (-0.65100, 3.36200, 2.35120)
S (-0.15470, 2.34740, -0.03740)
C (-0.17460, -2.36800, 1.19910)
C (-0.05210, -3.69330, 1.62580)
C (0.37920, -4.65810, 0.73280)
C (0.64460, -4.29390, -0.58120)
C (0.50500, -2.96220, -0.94220)
N (0.13890, -2.01880, -0.08000)
H (-1.81820, -0.78510, 3.72740)
H (-0.15560, -1.22240, 4.14760)
H (-1.29730, -2.45690, 3.64010)
H (-0.89250, 0.96020, 3.18260)
H (-0.90990, 3.35140, 3.32640)
H (-0.51850, 4.26320, 1.91640)
H (-0.26010, -3.96420, 2.64840)
H (0.51200, -5.67940, 1.05420)
H (0.97690, -5.01560, -1.30870)
H (0.71060, -2.63710, -1.95450)
Br (-1.51000, -0.52760, -8.86200)
C (-1.26500, -0.40470, -6.98310)
C (-2.32310, -0.72360, -6.13010)
C (-2.14700, -0.61780, -4.76660)
C (-0.91120, -0.20950, -4.24860)
C (0.14530, 0.09850, -5.11650)
C (-0.03020, 0.00990, -6.48100)
C (-0.71060, -0.12120, -2.79540)
O (-1.64940, -0.21800, -1.96130)
O (0.46050, 0.02830, -2.30160)
H (-3.26810, -1.04950, -6.53580)
H (-2.95470, -0.85330, -4.09030)
H (1.09300, 0.41850, -4.71260)
H (0.77600, 0.25610, -7.15450)
O (2.29500, 0.20840, -0.04940)
H (2.95620, -0.28300, 0.44790)
H (2.73030, 0.50640, -0.85850)

Atoms 1-2, force components in eV/Å:
Mn 0.82 0.43 -0.87
C 0.06 -0.03 -0.09

## Properties
charge	+2
multiplicity	5
HOMO-LUMO gap (alpha / beta)	5.243 / 5.316	eV
expectation value of S²	6.076
energy relative to the best compared isomer or geometry (same formula, charge and spin)	25.7	kJ/mol
energy	-140103.119	eV
HOMO level (alpha / beta)	-13.5 / -13.5	eV

[6]
A structure of composition C15H16BrN8STi in a non-equilibrium geometry. Source: OMol25; level of theory: ωB97M-V with the def2-TZVPD basis set.

Positions of all 42 atoms, in Å:
Ti (0.07140, -0.41880, -0.01070)
N (0.02830, -0.95860, 4.28160)
C (-0.37930, -0.74170, 3.04680)
N (0.43740, -0.46890, 2.03960)
C (1.80900, -0.44260, 2.29990)
N (2.63260, -0.43830, 1.27880)
N (2.04640, -0.50780, 0.09840)
C (2.69570, -0.76430, -0.99620)
C (1.87460, -0.88750, -2.18100)
C (2.32410, -1.37930, -3.40990)
C (1.41590, -1.50930, -4.45300)
C (0.10870, -1.07210, -4.26240)
C (-0.26930, -0.58330, -3.01900)
N (0.57470, -0.52390, -1.98420)
C (2.29630, -0.53360, 3.64450)
C (3.64800, -0.40240, 3.98730)
C (4.04420, -0.63780, 5.28890)
C (3.11390, -0.99380, 6.27190)
C (1.76710, -1.09570, 5.96650)
C (1.35570, -0.86520, 4.65760)
H (-0.63760, -1.22730, 5.00540)
H (-1.44780, -0.81700, 2.84590)
H (3.77520, -0.90600, -0.99450)
H (3.35490, -1.67730, -3.53760)
H (1.72060, -1.93090, -5.40100)
H (-0.61110, -1.11540, -5.06520)
H (-1.27700, -0.19820, -2.86390)
H (4.35270, -0.10180, 3.22960)
H (5.08450, -0.54330, 5.55880)
H (3.44110, -1.17400, 7.28670)
H (1.03980, -1.33400, 6.72970)
N (-2.28090, -0.00480, -0.02430)
N (-2.72280, 1.33620, -0.00960)
C (-1.84590, 2.36290, -0.01660)
N (-2.27980, 3.60580, -0.01390)
S (-0.16570, 2.04120, -0.01540)
H (-2.64400, -0.48910, -0.86320)
H (-2.70610, -0.51680, 0.76510)
H (-3.72640, 1.51480, -0.03170)
H (-3.26090, 3.86010, -0.01820)
H (-1.62320, 4.37990, -0.01920)
Br (-0.63810, -2.71020, 0.02100)

Atoms 1-2, force components in eV/Å:
Ti -2.84 -0.25 0.37
N -0.75 -0.02 -0.42

## Properties
charge	+3
HOMO-LUMO gap	5.832	eV
energy	-131705.352	eV
HOMO level	-17.3	eV